1.
DFT (ωB97M-V/def2-TZVPD) results for a 2-piece molecular cluster, C2H6N4 overall at a distorted geometry.

Last column: natural (NBO) charge in e.
Cartesian coordinates (Å):
C (-1.546, -1.015, 0.208)  0.771
C (1.617, 0.957, -0.532)  0.756
N (-1.467, -0.399, -0.785)  -0.518
N (1.449, 0.023, -1.228)  -0.502
N (-1.568, -1.519, 1.355)  -0.770
N (1.423, 1.808, 0.328)  -0.737
H (-1.372, -0.294, -1.870)  0.530
H (1.774, -0.171, -2.180)  0.486
H (-0.664, -1.787, 1.794)  0.480
H (-2.388, -2.063, 1.745)  0.507
H (0.507, 2.424, 0.290)  0.511
H (2.235, 2.036, 0.876)  0.486

## Properties
* HOMO level: -0.7597 Eh
* frontier orbital gap: 0.4393 hartree
* total charge: +2
* M: 86.1 Da
* multiplicity: 1

---

2.
DFT (ωB97M-V/def2-TZVPD) results for the molecule C5H8O2.

Last column: natural (NBO) charge in e.
Cartesian coordinates (Å):
O (-1.129, 0.758, 1.347)  -0.673
C (0.237, 0.937, 0.928)  -0.054
C (0.829, -0.438, 0.745)  -0.473
C (0.354, -0.903, -0.644)  0.085
O (-0.493, -2.020, -0.604)  -0.696
C (-0.272, 0.358, -1.292)  -0.626
C (-0.227, 1.529, -0.381)  0.122
H (-1.536, 1.639, 1.327)  0.495
H (0.798, 1.579, 1.609)  0.180
H (1.916, -0.359, 0.756)  0.218
H (0.520, -1.129, 1.541)  0.241
H (-1.305, -1.679, -0.216)  0.463
H (0.366, 0.691, -2.120)  0.274
H (-1.267, 0.243, -1.757)  0.265
H (1.212, -1.206, -1.240)  0.178

## Properties
* HOMO level: -0.3206 Eh
* frontier orbital gap: 0.3261 hartree
* total charge: 0
* M: 100.1 Da
* multiplicity: 1

---

3.
DFT (ωB97M-V/def2-TZVPD) results for a 2-piece molecular cluster, C9H14O overall at a distorted geometry.

Last column: natural (NBO) charge in e.
Cartesian coordinates (Å):
C (-1.073, 0.270, 1.551)  -0.631
C (-0.127, 0.590, 0.439)  -0.040
C (0.516, 1.842, 0.534)  -0.184
C (1.596, 2.201, -0.274)  -0.260
C (1.867, 1.341, -1.328)  0.264
O (2.950, 1.667, -2.173)  -0.707
C (1.307, 0.078, -1.460)  -0.241
C (0.194, -0.193, -0.637)  -0.199
H (-2.135, 0.372, 1.271)  0.219
H (-0.901, 0.851, 2.446)  0.221
H (-1.043, -0.805, 1.742)  0.218
H (0.367, 2.443, 1.425)  0.202
H (2.126, 3.114, -0.057)  0.226
H (2.625, 2.379, -2.740)  0.475
H (1.551, -0.542, -2.307)  0.227
H (-0.391, -1.044, -0.978)  0.211
C (-2.283, -3.280, 0.845)  -0.613
C (-3.471, -3.023, 1.760)  -0.608
H (-1.385, -3.515, 1.441)  0.200
H (-2.379, -4.083, 0.121)  0.209
H (-1.918, -2.343, 0.437)  0.200
H (-4.296, -2.593, 1.194)  0.204
H (-3.159, -2.253, 2.477)  0.200
H (-3.748, -3.865, 2.388)  0.208

## Properties
* HOMO level: -0.3214 Eh
* frontier orbital gap: 0.3564 hartree
* total charge: 0
* M: 138.2 Da
* multiplicity: 1

---

4.
DFT (ωB97M-V/def2-TZVPD) results for C41H34AsN3O2Pd as an isolated structure at a distorted geometry.

Last column: Löwdin charge in e.
Cartesian coordinates (Å):
Pd (0.954, 0.527, 0.523)  0.232
C (4.156, -1.643, 0.788)  -0.064
C (4.778, -0.707, -0.203)  -0.214
C (6.141, -0.436, -0.214)  -0.082
C (6.687, 0.447, -1.135)  -0.133
C (5.854, 1.067, -2.057)  -0.084
C (4.487, 0.817, -2.070)  -0.214
C (3.573, 1.468, -3.067)  -0.049
C (3.937, -0.077, -1.134)  -0.220
N (2.554, -0.273, -1.094)  0.040
C (2.067, -1.215, -1.888)  -0.517
O (2.709, -2.014, -2.608)  -0.046
C (0.552, -1.277, -1.947)  -0.187
C (-0.074, -2.190, -2.785)  -0.025
C (-1.460, -2.180, -2.855)  -0.080
C (-2.173, -1.242, -2.124)  -0.024
C (-1.472, -0.329, -1.344)  -0.186
N (-0.145, -0.390, -1.241)  0.080
C (-2.220, 0.795, -0.647)  -0.551
O (-3.347, 0.535, -0.159)  -0.068
N (-1.561, 1.935, -0.678)  0.122
C (-2.181, 3.137, -0.401)  -0.201
C (-1.556, 4.066, 0.463)  -0.205
C (-0.324, 3.694, 1.242)  -0.060
C (-2.103, 5.334, 0.632)  -0.091
C (-3.259, 5.724, -0.029)  -0.140
C (-3.862, 4.825, -0.898)  -0.096
C (-3.341, 3.553, -1.104)  -0.209
C (-3.970, 2.648, -2.125)  -0.063
H (4.881, -1.972, 1.537)  0.068
H (3.320, -1.137, 1.276)  0.023
H (3.740, -2.518, 0.280)  0.083
H (6.781, -0.926, 0.515)  0.091
H (7.751, 0.654, -1.133)  0.078
H (6.269, 1.761, -2.783)  0.091
H (4.097, 2.233, -3.644)  0.062
H (3.172, 0.720, -3.757)  0.079
H (2.715, 1.916, -2.562)  0.079
H (0.547, -2.873, -3.346)  0.100
H (-1.982, -2.893, -3.484)  0.090
H (-3.253, -1.181, -2.137)  0.104
H (-0.605, 3.236, 2.192)  0.054
H (0.321, 2.958, 0.751)  0.026
H (0.265, 4.584, 1.482)  0.069
H (-1.606, 6.027, 1.306)  0.093
H (-3.673, 6.716, 0.116)  0.075
H (-4.751, 5.117, -1.450)  0.088
H (-4.694, 3.194, -2.734)  0.061
H (-3.200, 2.231, -2.782)  0.081
H (-4.456, 1.798, -1.640)  0.064
C (-0.254, -4.235, 4.254)  -0.123
C (0.874, -3.908, 3.512)  -0.103
C (1.049, -2.611, 3.048)  -0.112
C (0.115, -1.616, 3.332)  -0.331
C (-1.018, -1.956, 4.067)  -0.092
C (-1.201, -3.257, 4.523)  -0.107
As (0.478, 0.197, 2.639)  1.179
C (1.407, 0.777, 4.288)  -0.281
C (2.739, 0.564, 4.608)  -0.098
C (3.257, 1.062, 5.797)  -0.112
C (2.443, 1.790, 6.657)  -0.116
C (1.114, 2.024, 6.334)  -0.047
C (0.585, 1.517, 5.149)  -0.192
C (-0.796, 1.703, 4.665)  -0.211
C (-1.792, 2.453, 5.290)  -0.048
C (-3.036, 2.581, 4.687)  -0.101
C (-3.296, 1.978, 3.460)  -0.074
C (-2.308, 1.235, 2.828)  -0.083
C (-1.069, 1.089, 3.440)  -0.340
H (-0.401, -5.249, 4.607)  0.086
H (1.613, -4.665, 3.279)  0.093
H (1.912, -2.373, 2.438)  0.072
H (-1.764, -1.203, 4.288)  0.094
H (-2.092, -3.505, 5.089)  0.091
H (3.377, 0.020, 3.917)  0.097
H (4.299, 0.896, 6.051)  0.089
H (2.852, 2.186, 7.580)  0.086
H (0.493, 2.605, 7.008)  0.094
H (-1.598, 2.950, 6.233)  0.092
H (-3.806, 3.175, 5.167)  0.088
H (-4.256, 2.114, 2.977)  0.103
H (-2.492, 0.815, 1.841)  0.083

## Properties
* HOMO level: -0.0503 Eh
* frontier orbital gap: 0.2145 hartree
* total charge: -2
* M: 782.1 Da
* multiplicity: 1

---

5.
DFT (ωB97M-V/def2-TZVPD) results for a 2-piece molecular cluster, C2H6O2S2 overall at a distorted geometry.

Last column: natural (NBO) charge in e.
Cartesian coordinates (Å):
O (2.522, 1.189, 0.248)  -0.534
C (2.751, 0.126, 0.733)  0.646
O (1.772, -0.804, 0.883)  -0.704
H (3.750, -0.230, 1.025)  0.102
H (2.101, -1.698, 0.709)  0.493
C (-1.779, -1.054, 1.107)  -0.757
S (-1.975, 0.378, 0.021)  0.099
S (-0.742, 0.060, -1.505)  -0.152
H (-1.920, -1.961, 0.520)  0.218
H (-2.563, -1.063, 1.859)  0.228
H (-0.819, -1.097, 1.596)  0.223
H (0.436, 0.628, -1.164)  0.138

## Properties
* HOMO level: -0.3245 Eh
* frontier orbital gap: 0.3384 hartree
* total charge: 0
* M: 126.2 Da
* multiplicity: 1

---

6.
DFT (ωB97M-V/def2-TZVPD) results for the molecule C3H5NO at a distorted geometry.

Last column: natural (NBO) charge in e.
Cartesian coordinates (Å):
C (-0.299, -1.461, 1.259)  -0.234
C (-0.725, -0.645, 0.481)  -0.036
C (-0.955, 0.387, -0.522)  -0.170
O (0.327, 0.576, -1.300)  -0.412
N (1.519, 0.853, -0.528)  -0.494
H (-0.042, -2.194, 1.987)  0.241
H (-1.700, 0.065, -1.255)  0.229
H (-1.259, 1.342, -0.084)  0.205
H (1.210, 1.159, 0.395)  0.330
H (1.925, -0.081, -0.434)  0.341

## Properties
* HOMO level: -0.3495 Eh
* frontier orbital gap: 0.3839 hartree
* total charge: 0
* M: 71.1 Da
* multiplicity: 1

---

7.
DFT (ωB97M-V/def2-TZVPD) results for a 2-piece molecular cluster, C16H33BBr2F3N overall.

Last column: natural (NBO) charge in e.
Cartesian coordinates (Å):
C (-3.115, 7.169, 0.148)  -0.595
C (-2.034, 6.330, 0.843)  -0.209
C (-0.653, 6.865, 0.412)  -0.608
C (-2.216, 4.847, 0.525)  -0.630
B (-1.433, 3.788, 1.525)  -0.111
C (0.084, 3.352, 0.999)  -0.637
C (0.016, 2.157, 0.036)  -0.480
C (0.812, 2.238, -1.239)  0.262
F (2.154, 2.057, -0.968)  -0.358
Br (0.631, 3.909, -2.205)  0.052
C (0.484, 1.084, -2.214)  0.600
F (1.227, 1.122, -3.352)  -0.326
F (0.803, -0.095, -1.568)  -0.374
Br (-1.380, 1.005, -2.739)  0.037
H (-3.037, 7.017, -0.928)  0.186
H (-2.982, 8.236, 0.327)  0.185
H (-4.105, 6.851, 0.463)  0.196
H (-2.152, 6.476, 1.915)  0.189
H (-0.758, 7.465, -0.491)  0.185
H (0.045, 6.070, 0.184)  0.208
H (-0.236, 7.508, 1.184)  0.197
H (-1.983, 4.668, -0.532)  0.172
H (-3.287, 4.638, 0.619)  0.189
H (-1.380, 4.221, 2.674)  -0.067
H (-2.102, 2.740, 1.567)  -0.095
H (0.648, 3.043, 1.881)  0.197
H (0.649, 4.172, 0.564)  0.194
H (0.422, 1.281, 0.546)  0.207
H (-1.026, 1.940, -0.179)  0.242
C (0.796, -6.837, 1.444)  -0.612
C (1.709, -6.505, 0.263)  -0.436
C (2.126, -5.044, 0.118)  -0.209
N (1.215, -4.150, -0.693)  -0.207
C (1.479, -4.361, -2.143)  -0.401
C (-0.248, -4.318, -0.385)  -0.215
C (-0.422, -3.588, 0.929)  -0.426
C (0.404, -2.312, 0.712)  -0.435
C (1.476, -2.698, -0.320)  -0.218
H (-0.223, -6.474, 1.326)  0.204
H (0.729, -7.917, 1.565)  0.233
H (1.195, -6.424, 2.372)  0.215
H (1.289, -6.885, -0.671)  0.212
H (2.637, -7.058, 0.417)  0.239
H (3.081, -4.990, -0.402)  0.225
H (2.259, -4.581, 1.094)  0.226
H (1.296, -5.404, -2.388)  0.224
H (2.511, -4.095, -2.352)  0.231
H (0.813, -3.721, -2.714)  0.236
H (-0.788, -3.806, -1.181)  0.227
H (-0.515, -5.370, -0.405)  0.231
H (-0.019, -4.169, 1.758)  0.214
H (-1.467, -3.386, 1.150)  0.256
H (0.838, -1.942, 1.637)  0.244
H (-0.216, -1.515, 0.307)  0.255
H (2.495, -2.613, 0.046)  0.229
H (1.374, -2.109, -1.225)  0.250

## Properties
* HOMO level: -0.2443 Eh
* frontier orbital gap: 0.2158 hartree
* total charge: 0
* M: 467.1 Da
* multiplicity: 1

---

8.
DFT (ωB97M-V/def2-TZVPD) results for C6H12N2O2 as an isolated structure at a distorted geometry.

Last column: natural (NBO) charge in e.
Cartesian coordinates (Å):
C (-2.897, -0.013, 0.080)  -0.602
C (-1.929, 1.151, 0.204)  -0.469
C (-0.489, 0.745, 0.346)  0.490
N (-0.081, -0.456, 0.088)  -0.525
C (1.288, -0.640, 0.547)  -0.201
C (1.651, -2.120, 0.585)  -0.597
C (2.172, 0.166, -0.404)  0.856
O (3.364, 0.341, -0.249)  -0.525
N (0.452, 1.686, -0.035)  -0.927
H (-3.928, 0.363, 0.046)  0.210
H (-2.716, -0.580, -0.843)  0.217
H (-2.805, -0.706, 0.928)  0.218
H (-2.031, 1.811, -0.673)  0.222
H (-2.164, 1.784, 1.074)  0.220
H (1.550, -0.231, 1.541)  0.231
H (1.515, -2.566, -0.409)  0.215
H (2.706, -2.243, 0.861)  0.222
H (1.014, -2.630, 1.320)  0.227
H (0.361, 2.647, 0.262)  0.384
H (0.649, 1.542, -1.341)  0.485
O (1.539, 0.281, -2.034)  -0.827
H (0.776, -0.333, -1.894)  0.474

## Properties
* HOMO level: -0.3383 Eh
* frontier orbital gap: 0.3406 hartree
* total charge: 0
* M: 144.2 Da
* multiplicity: 1